#P
# C6H8O2

C6H8O2 as an isolated structure (ωB97M-V/def2-TZVPD, the Open Molecules 2025 dataset).

Computed properties:
**Highest occupied orbital energy**: -9.39 eV
**Orbital gap**: 10.304 eV
**E_LUMO**: 0.91 eV

```
! RIJCOSX wB97M-V def2-TZVPD def2/J DEFGRID3
* xyz 0 1
C -0.57 0.00 -0.25
C 0.61 -0.22 1.43
C -0.51 0.80 1.18
C 1.13 1.02 -1.77
C 0.48 0.05 -1.39
C -0.39 -1.09 0.74
H -2.30 -1.03 -0.37
H 1.54 -0.08 1.06
H 0.81 -0.43 2.54
H -0.79 1.88 1.16
H 0.98 2.00 -1.18
H 1.63 0.96 -2.93
H 0.88 -1.00 -1.90
H -0.44 -2.27 0.93
O -1.65 -0.31 -0.92
O -1.41 -0.29 1.66
*
```

#Q
# C6H8O2

C6H8O2 as an isolated structure (ωB97M-V/def2-TZVPD, the Open Molecules 2025 dataset).

Computed properties:
**Highest occupied orbital energy**: -9.04 eV
**Orbital gap**: 10.050 eV
**E_LUMO**: 1.01 eV

```
! RIJCOSX wB97M-V def2-TZVPD def2/J DEFGRID3
* xyz 0 1
C 1.82 0.14 0.47
C 0.27 -0.58 -0.93
C -0.32 0.77 -0.50
C -1.80 0.44 -0.31
C -0.26 -1.02 0.38
C 0.32 0.32 0.86
H 2.23 -0.62 1.17
H 2.43 1.05 0.33
H -0.06 -1.15 -1.86
H -0.10 1.67 -1.06
H -2.41 0.47 -1.24
H -2.14 1.15 0.50
H 0.00 -1.96 0.89
H 0.03 0.71 1.86
O 1.66 -0.49 -0.82
O -1.69 -0.91 0.27
*
```

Which structure is the least stable? The one labeled #P.

#P
# C6H8O2

C6H8O2 in the gas phase (ωB97M-V/def2-TZVPD, the Open Molecules 2025 dataset).

Computed properties:
**Highest occupied orbital energy**: -9.19 eV
**Orbital gap**: 9.549 eV
**E_LUMO**: 0.36 eV
**SMILES**: C=C(O)C/C=C\C=O

```
! RIJCOSX wB97M-V def2-TZVPD def2/J DEFGRID3
* xyz 0 1
C -0.97 1.57 0.51
C -0.47 0.65 -0.33
O -0.11 0.90 -1.61
C -0.52 -0.85 -0.02
C 0.76 -1.51 -0.48
C 1.91 -0.93 -0.26
C 2.16 0.21 0.58
O 2.92 1.11 0.33
H -0.71 2.50 0.13
H -1.34 1.51 1.55
H -0.21 1.82 -1.64
H -1.40 -1.16 -0.56
H -0.78 -0.86 1.07
H 0.60 -2.56 -1.00
H 3.00 -1.29 -0.65
H 1.86 0.09 1.66
*
```

#Q
# C6H8O2

A 2-piece molecular cluster, C6H8O2 overall (ωB97M-V/def2-TZVPD, the Open Molecules 2025 dataset).

Computed properties:
**Highest occupied orbital energy**: -8.81 eV
**Orbital gap**: 9.069 eV
**E_LUMO**: 0.26 eV

```
! RIJCOSX wB97M-V def2-TZVPD def2/J DEFGRID3
* xyz 0 1
C -1.16 -0.26 -0.33
C -0.66 1.19 -0.60
C 0.60 1.55 -0.36
C 1.36 0.22 0.07
C 0.95 -0.44 1.24
C 0.18 -0.88 0.02
H -3.01 -0.35 0.24
H -1.52 -0.93 -1.06
H -1.48 1.92 -0.91
H 0.94 2.58 0.14
H 2.34 0.11 -0.65
H 0.45 0.26 2.06
H 1.62 -1.10 1.88
H 1.17 -1.54 -1.68
O -2.09 -0.36 0.71
O 0.32 -1.95 -0.77
*
```

#R
# C6H8O2

C6H8O2 in the gas phase (ωB97M-V/def2-TZVPD, the Open Molecules 2025 dataset).

Computed properties:
**Highest occupied orbital energy**: -9.29 eV
**Orbital gap**: 9.278 eV
**E_LUMO**: -0.01 eV
**SMILES**: C[C@H]1C(=O)C=C[C@@H]1O

```
! RIJCOSX wB97M-V def2-TZVPD def2/J DEFGRID3
* xyz 0 1
C 1.59 -1.48 -0.26
C 0.51 -0.39 -0.34
C -0.99 -0.73 -0.12
O -1.28 -2.03 0.33
C -1.78 0.57 0.05
C -0.84 1.43 0.39
C 0.55 0.93 0.41
O 1.25 1.69 -0.40
H 2.55 -1.03 -0.87
H 1.52 -2.73 -0.50
H 1.73 -1.51 0.86
H 0.74 -0.08 -1.34
H -2.89 0.33 -0.38
H -0.96 2.57 0.59
H 1.06 0.89 1.44
H 2.18 2.26 0.04
*
```

Which structure is the least stable? The one labeled #Q.

#P
# C5H10NO

An isolated ion of composition C5H10NO and charge +1 (ωB97M-V/def2-TZVPD, the Open Molecules 2025 dataset).

Computed properties:
**Highest occupied orbital energy**: -15.69 eV
**Orbital gap**: 10.666 eV
**E_LUMO**: -5.03 eV
**SMILES**: C=[N+]=C(CC)OC

```
! RIJCOSX wB97M-V def2-TZVPD def2/J DEFGRID3
* xyz 1 1
C -1.27 1.19 -2.02
N -0.79 0.47 -1.08
C -0.13 0.03 -0.09
C 0.51 0.96 0.92
C 1.88 0.53 1.34
O -0.18 -1.18 0.34
C -0.99 -2.14 -0.30
H -0.52 1.43 -2.84
H -2.24 1.68 -1.79
H 0.41 1.88 0.45
H -0.11 0.95 1.81
H 1.84 -0.27 2.00
H 2.71 0.37 0.58
H 2.40 1.23 2.12
H -1.15 -2.95 0.32
H -0.52 -2.48 -1.23
H -1.86 -1.69 -0.53
*
```

#Q
# C5H10NO

An isolated ion of composition C5H10NO and charge +1 (ωB97M-V/def2-TZVPD, the Open Molecules 2025 dataset).

Computed properties:
**Highest occupied orbital energy**: -14.80 eV
**Orbital gap**: 9.641 eV
**E_LUMO**: -5.16 eV
**SMILES**: C=[N+]=CC(C)(C)O

```
! RIJCOSX wB97M-V def2-TZVPD def2/J DEFGRID3
* xyz 1 1
C 2.88 0.15 0.25
N 1.91 -0.43 -0.22
C 0.75 -0.79 -0.35
C -0.62 0.18 0.02
C -1.57 -0.47 1.03
C -1.19 0.26 -1.39
O -0.14 1.39 0.35
H 3.08 0.15 1.34
H 3.73 0.52 -0.34
H 0.40 -1.82 -0.61
H -2.41 0.29 1.12
H -1.85 -1.43 0.58
H -1.11 -0.50 2.11
H -1.12 1.42 -1.44
H -2.22 -0.06 -1.62
H -0.67 -0.42 -2.15
H 0.15 1.56 1.33
*
```

Which structure is the least stable? The one labeled #Q.

#P
# C5H10NO

A 2-piece molecular cluster, C5H10NO overall (ωB97M-V/def2-TZVPD, the Open Molecules 2025 dataset).

Computed properties:
**Highest occupied orbital energy**: -12.38 eV
**Orbital gap**: 7.307 eV
**E_LUMO**: -5.07 eV

```
! RIJCOSX wB97M-V def2-TZVPD def2/J DEFGRID3
* xyz 1 1
C -1.58 2.04 1.70
C 2.22 -1.63 -0.19
C 1.61 -0.48 -0.42
C 1.14 0.06 -1.78
C -2.52 0.08 0.56
N -1.97 1.04 1.30
O 0.79 0.10 0.64
H 1.27 -0.04 1.52
H 2.15 -1.88 0.84
H 2.72 -2.21 -0.85
H -1.04 2.73 2.40
H 1.15 1.17 -1.79
H 0.18 -0.32 -2.18
H 1.87 -0.25 -2.51
H -2.07 -0.90 0.52
H -2.36 0.53 -0.45
H -3.55 -0.04 0.69
*
```

#Q
# C5H10NO

An isolated ion of composition C5H10NO and charge +1 (ωB97M-V/def2-TZVPD, the Open Molecules 2025 dataset).

Computed properties:
**Highest occupied orbital energy**: -13.61 eV
**Orbital gap**: 9.353 eV
**E_LUMO**: -4.26 eV
**SMILES**: C=CC[C@H]([NH3+])C=O

```
! RIJCOSX wB97M-V def2-TZVPD def2/J DEFGRID3
* xyz 1 1
C -2.22 1.24 1.81
C -1.03 0.86 1.34
C -1.01 0.65 -0.22
C 0.45 0.08 -0.56
N 0.81 -0.14 -2.04
C 0.85 -1.25 0.27
O 2.00 -1.51 0.01
H -3.10 1.46 1.36
H -2.38 1.52 2.90
H 0.00 0.98 1.81
H -1.85 0.01 -0.44
H -1.05 1.69 -0.73
H 1.31 0.78 -0.20
H 1.65 -0.73 -1.91
H 1.14 0.63 -2.61
H 0.19 -0.75 -2.59
H 0.21 -2.00 0.85
*
```

#R
# C5H10NO

A 2-piece molecular cluster, C5H10NO overall (ωB97M-V/def2-TZVPD, the Open Molecules 2025 dataset).

Computed properties:
**Highest occupied orbital energy (alpha / beta)**: -12.64 / -15.19 eV
**Orbital gap (alpha / beta)**: 5.270 / 9.739 eV
**E_LUMO (alpha / beta)**: -7.37 / -5.45 eV

```
! RIJCOSX wB97M-V def2-TZVPD def2/J DEFGRID3
* xyz 1 1
C -1.90 -0.93 -0.72
C -1.90 -0.91 0.74
C -0.93 0.06 -0.01
C -1.20 1.54 -0.05
C 4.06 -0.26 0.04
N 0.33 -0.41 0.00
O 1.36 0.22 -0.02
H -1.45 -1.77 -1.23
H -2.69 -0.43 -1.27
H -2.69 -0.39 1.27
H -1.45 -1.72 1.28
H -1.03 1.93 -1.05
H -0.52 2.06 0.63
H -2.22 1.75 0.24
H 4.17 -0.42 -1.01
H 4.01 -1.08 0.73
H 4.05 0.75 0.42
*
```

Which structure is the least stable? The one labeled #R.